Arrangement A

{
  "formula": "C14H16",
  "method": "ωB97M-V/def2-TZVPD",
  "smiles": "Cc1ccccc1.Cc1ccccc1",
  "homo_energy_ev": -8.89,
  "elements": ["C", "C", "C", "C", "C", "C", "C", "C", "C", "C", "C", "C", "C", "C", "H", "H", "H", "H", "H", "H", "H", "H", "H", "H", "H", "H", "H", "H", "H", "H"],
  "xyz": [[-1.104, 3.073, 1.447], [2.882, -1.939, -0.749], [-1.992, 4.261, 1.646], [1.018, 2.056, 0.931], [1.428, -2.155, -1.087], [0.494, 0.789, 1.056], [-1.230, -2.671, -1.777], [-1.651, 1.792, 1.524], [0.800, -3.321, -0.693], [-0.591, -1.511, -2.209], [0.723, -1.219, -1.855], [-0.516, -3.574, -0.996], [-0.863, 0.677, 1.336], [0.234, 3.186, 1.123], [-1.022, -4.483, -0.689], [-1.549, 5.159, 1.229], [2.957, -1.420, 0.217], [3.388, -1.329, -1.489], [-2.715, 1.726, 1.722], [3.418, -2.882, -0.632], [-2.943, 4.094, 1.148], [-2.257, -2.805, -2.093], [1.223, -0.329, -2.215], [-2.218, 4.442, 2.696], [0.670, 4.179, 1.054], [1.118, -0.084, 0.905], [-1.120, -0.796, -2.826], [-1.311, -0.307, 1.367], [1.331, -4.039, -0.086], [2.074, 2.172, 0.704]],
  "lowdin_charge": [-0.292, -0.053, -0.056, -0.092, -0.296, -0.095, -0.094, -0.056, -0.070, -0.091, -0.056, -0.092, -0.084, -0.058, 0.102, 0.072, 0.074, 0.074, 0.111, 0.077, 0.076, 0.098, 0.111, 0.082, 0.109, 0.084, 0.099, 0.103, 0.110, 0.102]
}

***

Arrangement B

{
  "formula": "C14H16",
  "method": "ωB97M-V/def2-TZVPD",
  "smiles": "Cc1ccccc1.Cc1ccccc1",
  "homo_energy_ev": -8.72,
  "elements": ["C", "C", "C", "C", "C", "C", "C", "C", "C", "C", "C", "C", "C", "C", "H", "H", "H", "H", "H", "H", "H", "H", "H", "H", "H", "H", "H", "H", "H", "H"],
  "xyz": [[-1.099, 0.280, 2.282], [1.617, -1.141, -2.577], [-0.867, -0.154, -3.125], [-0.147, 1.278, 2.611], [-0.562, 2.716, 2.536], [0.289, 0.731, -3.279], [1.454, -0.325, 3.509], [-0.712, -1.437, -2.680], [1.106, 0.962, 3.160], [1.534, 0.188, -2.829], [0.533, -1.973, -2.343], [0.476, -1.336, 3.348], [-0.802, -1.084, 2.697], [-2.167, 0.476, -3.278], [0.625, -3.118, -1.999], [-2.064, 0.562, 1.769], [1.615, 1.881, 3.596], [-2.320, 1.160, -4.183], [-1.252, 2.903, 3.345], [-1.585, -2.050, -2.463], [0.709, -2.350, 3.880], [-2.381, 1.109, -2.415], [-1.461, -1.938, 2.629], [2.457, -0.497, 3.959], [2.407, 0.843, -2.908], [-2.997, -0.159, -3.462], [0.191, 1.766, -3.689], [2.597, -1.671, -2.580], [-0.813, 3.139, 1.511], [0.356, 3.329, 2.804]],
  "lowdin_charge": [-0.039, -0.154, -0.305, -0.317, -0.081, -0.005, -0.116, -0.088, -0.089, -0.104, -0.091, -0.102, -0.063, -0.094, 0.149, 0.119, 0.124, 0.106, 0.073, 0.110, 0.122, 0.086, 0.080, 0.109, 0.102, 0.058, 0.116, 0.112, 0.100, 0.079]
}

***

The most stable of them is arrangement A.

***

Arrangement A

{
  "formula": "C14H16",
  "method": "ωB97M-V/def2-TZVPD",
  "smiles": "Cc1ccccc1.Cc1ccccc1",
  "homo_energy_ev": -8.85,
  "elements": ["C", "C", "C", "C", "C", "C", "C", "C", "C", "C", "C", "C", "C", "C", "H", "H", "H", "H", "H", "H", "H", "H", "H", "H", "H", "H", "H", "H", "H", "H"],
  "xyz": [[2.223, -1.246, 2.319], [-2.139, 0.960, -0.353], [-0.991, 1.700, -0.263], [3.165, -2.151, 1.834], [-4.617, 0.964, -0.577], [-2.024, 3.643, -1.178], [-3.299, 3.055, -1.055], [2.213, -1.893, -0.391], [-3.306, 1.696, -0.679], [1.117, -1.203, 0.091], [-0.896, 2.982, -0.714], [3.235, -2.317, 0.428], [1.230, -0.875, 1.476], [4.330, -3.147, -0.225], [5.218, -2.382, -0.163], [4.476, -4.041, 0.467], [-0.109, 1.174, -0.075], [3.876, -2.693, 2.410], [-4.135, 3.635, -1.308], [-4.730, 0.456, 0.433], [-2.039, -0.196, -0.140], [-1.807, 4.637, -1.631], [4.136, -3.492, -1.238], [2.184, -2.174, -1.452], [0.245, -0.947, -0.543], [-5.521, 1.501, -0.808], [0.418, -0.408, 2.057], [2.130, -0.890, 3.245], [0.152, 3.486, -0.579], [-4.733, 0.166, -1.388]],
  "lowdin_charge": [-0.093, -0.051, -0.142, -0.020, -0.085, -0.094, -0.032, -0.087, -0.280, -0.065, -0.117, -0.301, -0.110, -0.063, 0.117, 0.093, 0.052, 0.098, 0.090, 0.096, 0.150, 0.110, 0.062, 0.115, 0.095, 0.055, 0.108, 0.062, 0.141, 0.098]
}

***

Arrangement B

{
  "formula": "C14H16",
  "method": "ωB97M-V/def2-TZVPD",
  "smiles": "Cc1ccccc1.Cc1ccccc1",
  "homo_energy_ev": -8.77,
  "elements": ["C", "C", "C", "C", "C", "C", "C", "C", "C", "C", "C", "C", "C", "C", "H", "H", "H", "H", "H", "H", "H", "H", "H", "H", "H", "H", "H", "H", "H", "H"],
  "xyz": [[-2.105, 2.988, 1.417], [1.117, -3.843, -1.397], [2.338, -2.355, 0.154], [-3.039, 0.974, 2.285], [1.619, -2.509, -1.050], [-0.648, 2.921, -0.704], [2.732, -0.043, -0.347], [2.632, -1.068, 0.591], [-1.507, 2.275, 0.379], [-2.903, 2.345, 2.387], [-1.659, 0.848, 0.302], [2.119, -0.218, -1.609], [1.485, -1.421, -1.888], [-2.420, 0.219, 1.282], [0.871, -1.525, -2.780], [-0.196, 3.797, -0.288], [3.188, 0.923, -0.222], [-1.810, 4.045, 1.514], [0.139, 2.043, -1.045], [-1.309, 0.473, -0.631], [1.081, -4.230, -2.405], [-2.415, -0.845, 1.360], [-3.301, 2.853, 3.240], [2.371, -3.183, 0.850], [2.707, -0.779, 1.648], [0.013, -4.011, -1.155], [1.547, -4.623, -0.758], [-3.735, 0.458, 2.914], [2.123, 0.595, -2.316], [-1.036, 2.898, -1.726]],
  "lowdin_charge": [-0.059, -0.079, -0.042, -0.111, -0.299, -0.055, -0.091, -0.090, -0.276, -0.083, -0.041, -0.095, -0.071, -0.084, 0.113, 0.059, 0.094, 0.110, 0.107, 0.090, 0.071, 0.091, 0.093, 0.106, 0.110, 0.104, 0.075, 0.091, 0.094, 0.070]
}

***

The most stable of them is arrangement B.

***

Arrangement A

{
  "formula": "C14H16",
  "method": "ωB97M-V/def2-TZVPD",
  "smiles": "Cc1ccccc1.Cc1ccccc1",
  "homo_energy_ev": -8.72,
  "elements": ["C", "C", "C", "C", "C", "C", "C", "C", "C", "C", "C", "C", "C", "C", "H", "H", "H", "H", "H", "H", "H", "H", "H", "H", "H", "H", "H", "H", "H", "H"],
  "xyz": [[-2.949, 0.817, 1.646], [-3.034, 1.116, 0.269], [1.248, -1.111, -0.743], [-4.255, 0.627, 2.348], [2.791, -2.747, -0.174], [3.552, -0.893, -1.587], [-0.538, 1.153, 1.298], [3.750, -2.171, -1.037], [-0.725, 1.509, -0.017], [1.509, -2.273, 0.036], [-1.618, 0.868, 2.081], [2.274, -0.382, -1.471], [1.974, 0.888, -2.133], [-2.013, 1.467, -0.591], [-4.081, 0.904, 3.379], [4.261, -0.226, -2.096], [2.243, 0.745, -3.180], [0.521, 0.857, 1.639], [-2.056, 1.677, -1.642], [-4.987, 1.345, 1.856], [-4.543, -0.452, 2.357], [0.881, 1.012, -2.111], [2.871, -3.653, 0.386], [4.696, -2.679, -1.228], [-1.419, 0.500, 3.205], [0.272, -0.729, -0.606], [-4.035, 1.128, -0.170], [0.123, 1.646, -0.747], [0.804, -2.714, 0.833], [2.483, 1.770, -1.802]],
  "lowdin_charge": [-0.286, -0.078, -0.028, -0.060, -0.126, -0.057, -0.132, -0.072, -0.127, -0.082, -0.084, -0.286, -0.078, -0.070, 0.066, 0.121, 0.089, 0.138, 0.099, 0.103, 0.094, 0.058, 0.084, 0.098, 0.150, 0.064, 0.106, 0.078, 0.135, 0.085]
}

***

Arrangement B

{
  "formula": "C14H16",
  "method": "ωB97M-V/def2-TZVPD",
  "smiles": "Cc1ccccc1.Cc1ccccc1",
  "homo_energy_ev": -8.94,
  "elements": ["C", "C", "C", "C", "C", "C", "C", "C", "C", "C", "C", "C", "C", "C", "H", "H", "H", "H", "H", "H", "H", "H", "H", "H", "H", "H", "H", "H", "H", "H"],
  "xyz": [[-2.678, 1.446, -1.475], [1.980, 0.490, -1.912], [1.952, -2.153, 1.443], [-1.392, 1.781, 0.477], [-1.828, 0.534, 0.987], [-3.229, 0.324, -0.947], [0.795, -1.123, -0.644], [3.051, -0.595, -0.132], [-1.213, 0.035, 2.249], [3.161, 0.316, -1.195], [-1.661, 2.182, -0.799], [1.909, -1.352, 0.154], [0.793, -0.188, -1.700], [-2.697, -0.221, 0.250], [1.026, -2.073, 1.992], [-0.597, 0.791, 2.730], [-0.799, 2.418, 1.128], [2.615, -1.594, 2.114], [-2.906, 1.796, -2.481], [-0.565, -0.826, 2.102], [-2.870, -1.261, 0.501], [2.321, -3.152, 1.242], [1.921, 1.228, -2.719], [-0.046, 0.198, -2.259], [-1.876, -0.278, 3.061], [-0.141, -1.651, -0.584], [-4.067, -0.159, -1.422], [4.129, 0.791, -1.242], [-1.126, 3.013, -1.235], [4.038, -0.718, 0.317]],
  "lowdin_charge": [-0.111, -0.118, -0.044, -0.062, -0.289, -0.091, -0.048, -0.073, -0.050, -0.073, -0.085, -0.267, -0.078, -0.056, 0.047, 0.077, 0.110, 0.080, 0.101, 0.048, 0.115, 0.080, 0.099, 0.095, 0.083, 0.102, 0.099, 0.097, 0.104, 0.108]
}

***

Arrangement C

{
  "formula": "C14H16",
  "method": "ωB97M-V/def2-TZVPD",
  "smiles": "Cc1ccccc1.Cc1ccccc1",
  "homo_energy_ev": -8.94,
  "elements": ["C", "C", "C", "C", "C", "C", "C", "C", "C", "C", "C", "C", "C", "C", "H", "H", "H", "H", "H", "H", "H", "H", "H", "H", "H", "H", "H", "H", "H", "H"],
  "xyz": [[3.135, -0.975, -1.328], [2.490, 0.107, 0.665], [1.997, 1.247, -1.396], [-0.755, -0.057, 1.934], [-3.076, -1.695, 1.156], [-1.792, 0.396, 1.097], [-0.994, -1.373, 2.371], [3.163, -0.945, 0.026], [1.914, 1.159, -0.005], [1.393, 2.428, -2.123], [2.629, 0.160, -2.024], [-2.099, -2.154, 2.044], [-2.751, -0.452, 0.660], [-3.703, 0.072, -0.487], [-3.789, -2.451, 0.803], [2.104, 3.084, -2.607], [-3.000, 0.708, -1.023], [-4.412, 0.793, -0.151], [0.768, 2.128, -3.007], [2.595, 0.065, 1.739], [3.525, -1.705, 0.705], [-3.942, -0.756, -1.177], [1.305, 1.745, 0.704], [0.191, 0.509, 1.762], [-1.647, 1.448, 0.682], [2.757, -0.056, -3.105], [-2.238, -3.134, 2.465], [0.784, 3.094, -1.503], [-0.224, -1.705, 3.093], [3.674, -1.683, -1.969]],
  "lowdin_charge": [-0.098, -0.117, -0.257, -0.064, -0.049, -0.087, -0.104, -0.101, -0.078, -0.059, -0.042, -0.096, -0.294, -0.039, 0.121, 0.067, 0.054, 0.062, 0.091, 0.103, 0.102, 0.083, 0.108, 0.073, 0.133, 0.114, 0.095, 0.072, 0.102, 0.106]
}

***

The most stable of them is arrangement B.

***

Arrangement A

{
  "formula": "BrH10O5",
  "method": "ωB97M-V/def2-TZVPD",
  "total_charge": -1,
  "homo_energy_ev": -5.54,
  "elements": ["Br", "O", "O", "O", "O", "O", "H", "H", "H", "H", "H", "H", "H", "H", "H", "H"],
  "xyz": [[1.558, -0.636, 0.124], [-1.339, -1.644, 1.585], [1.324, 2.629, -0.628], [-0.930, 0.537, -1.656], [0.196, 1.068, 2.502], [-0.243, -2.766, -1.856], [-1.751, -0.795, 1.814], [-0.742, 1.467, -1.789], [0.526, 1.984, 2.412], [-0.885, -3.321, -1.453], [1.330, 1.666, -0.595], [-0.094, 0.112, -1.410], [0.536, 2.858, -1.138], [0.202, -2.411, -1.109], [-0.468, -1.378, 1.321], [0.785, 0.623, 1.880]],
  "lowdin_charge": [0.058, -0.106, -0.108, -0.106, -0.137, -0.072, 0.029, -0.008, 0.031, 0.008, -0.119, -0.106, 0.012, -0.111, -0.120, -0.145]
}

***

Arrangement B

{
  "formula": "BrH10O5",
  "method": "ωB97M-V/def2-TZVPD",
  "total_charge": -1,
  "homo_energy_ev": -5.58,
  "elements": ["Br", "O", "O", "O", "O", "O", "H", "H", "H", "H", "H", "H", "H", "H", "H", "H"],
  "xyz": [[9.671, 12.750, 7.310], [10.232, 14.531, 4.380], [8.652, 11.280, 4.291], [12.716, 13.508, 6.979], [7.334, 15.424, 7.413], [9.678, 12.869, 11.115], [7.649, 16.003, 8.108], [9.518, 12.986, 10.179], [8.285, 12.135, 4.068], [10.221, 14.125, 5.247], [8.896, 11.357, 5.214], [9.767, 15.359, 4.496], [8.027, 14.772, 7.312], [11.766, 13.391, 6.957], [8.859, 13.134, 11.534], [12.885, 14.212, 6.352]],
  "lowdin_charge": [-0.008, -0.091, -0.105, -0.135, -0.102, -0.082, 0.016, -0.057, 0.012, -0.100, -0.091, 0.020, -0.107, -0.193, 0.016, 0.008]
}

***

The most stable of them is arrangement B.